A 12-piece molecular cluster, C32H66Br14N2O11 overall, computed with ωB97M-V with the def2-TZVPD basis set.

For the HOMO energy (alpha / beta), the calculation gives -0.6 / -6.2 eV. For the total energy, the calculation gives -1040351.3991 eV. The value obtained for the largest force on an atom is 4.35 eV Å⁻¹. Its expectation value of S² is 0.7545.

```
! RIJCOSX wB97M-V def2-TZVPD def2/J DEFGRID3
* xyz -1 2
C 5.507 -15.115 38.185
C 5.959 -15.952 36.970
O 5.214 -17.128 36.779
C 5.228 -18.125 37.745
O 6.009 -18.219 38.696
O 4.530 -19.173 37.159
C 4.601 -20.450 37.702
H 4.495 -14.764 37.986
H 6.225 -14.356 38.496
H 5.471 -15.767 39.058
H 7.016 -16.196 37.073
H 5.769 -15.428 36.033
H 3.837 -20.980 37.133
H 4.476 -20.510 38.783
H 5.508 -20.970 37.397
C 8.345 -11.358 42.033
C 7.592 -12.342 41.182
O 7.712 -12.120 39.816
C 8.560 -12.805 39.034
O 9.408 -13.565 39.422
O 8.496 -12.347 37.794
C 9.474 -12.787 36.831
H 8.101 -10.308 41.868
H 9.412 -11.352 41.810
H 8.143 -11.551 43.086
H 6.563 -12.125 41.469
H 7.866 -13.349 41.500
H 9.017 -13.716 36.488
H 10.440 -12.910 37.320
H 9.414 -12.099 35.988
C 11.139 -12.393 34.142
C 12.216 -12.870 33.174
O 11.659 -13.153 31.927
C 12.387 -13.566 30.835
O 13.562 -13.806 30.810
O 11.577 -13.605 29.799
C 12.035 -13.957 28.505
H 10.198 -12.935 34.039
H 10.904 -11.351 33.926
H 11.453 -12.366 35.185
H 12.906 -13.637 33.527
H 12.887 -12.028 33.003
H 11.121 -13.902 27.913
H 12.466 -14.958 28.516
H 12.761 -13.205 28.197
C 9.435 -7.423 43.362
O 10.649 -7.630 43.570
N 8.881 -6.283 42.973
C 7.435 -6.245 42.766
C 9.637 -5.106 42.613
H 8.655 -8.193 43.459
H 7.195 -5.396 42.126
H 6.762 -6.065 43.605
H 7.058 -7.123 42.242
H 10.685 -5.368 42.472
H 9.248 -4.649 41.703
H 9.534 -4.445 43.474
C 10.219 -16.669 35.260
O 10.395 -16.099 34.137
N 9.975 -17.984 35.385
C 9.638 -18.576 36.662
C 9.726 -18.851 34.304
H 10.159 -16.165 36.237
H 9.985 -17.938 37.475
H 10.276 -19.458 36.719
H 8.584 -18.852 36.659
H 9.988 -18.521 33.299
H 10.111 -19.859 34.457
H 8.646 -18.967 34.207
Br 14.131 -11.483 42.270
C 12.345 -10.618 42.157
C 12.201 -10.080 40.709
Br 10.611 -8.922 40.407
H 12.260 -9.802 42.875
H 11.555 -11.334 42.384
H 12.180 -10.875 39.963
H 13.036 -9.409 40.508
Br 11.367 -18.081 40.224
C 9.925 -17.082 41.195
C 8.607 -17.123 40.411
Br 7.017 -16.875 41.681
H 10.356 -16.091 41.343
H 9.853 -17.453 42.217
H 8.511 -18.073 39.886
H 8.608 -16.371 39.621
Br 12.805 -15.065 41.740
C 12.544 -14.077 40.067
C 13.822 -14.202 39.206
Br 13.142 -13.645 37.374
H 12.193 -13.064 40.262
H 11.725 -14.510 39.494
H 14.116 -15.252 39.173
H 14.595 -13.572 39.645
Br 10.788 -16.528 44.636
C 9.490 -15.118 44.070
C 8.156 -15.578 44.556
Br 6.852 -14.066 44.555
H 9.523 -14.982 42.989
H 9.653 -14.133 44.505
H 8.259 -15.861 45.604
H 7.786 -16.521 44.154
Br 8.583 -9.624 34.281
C 7.275 -9.338 35.728
C 7.942 -8.521 36.810
Br 6.773 -7.850 38.274
H 7.121 -10.316 36.185
H 6.369 -8.985 35.235
H 8.525 -7.688 36.418
H 8.716 -9.064 37.352
Br 1.159 -15.230 41.061
C 3.104 -15.732 41.083
C 3.889 -14.640 41.821
Br 3.756 -12.952 40.872
H 3.446 -15.731 40.048
H 3.241 -16.733 41.494
H 4.965 -14.809 41.792
H 3.568 -14.528 42.856
Br 8.429 -12.485 30.172
C 7.990 -13.627 31.802
C 6.931 -12.892 32.665
Br 7.008 -13.824 34.435
H 8.952 -13.628 32.315
H 7.755 -14.661 31.548
H 5.987 -13.026 32.136
H 7.126 -11.828 32.798
*
```

***

A 2-piece molecular cluster, CH3IOS2 overall, computed with ωB97M-V with the def2-TZVPD basis set.

For the HOMO energy (alpha / beta), the calculation gives -7.5 / -8.6 eV. For the total energy, the calculation gives -32899.5762 eV. The value obtained for the largest force on an atom is 3.39 eV Å⁻¹. Its expectation value of S² is 2.0087.

```
! RIJCOSX wB97M-V def2-TZVPD def2/J DEFGRID3
* xyz 0 3
C 0.647 1.150 -1.180
O -1.103 -0.504 1.634
S 0.714 -1.737 -1.600
S -0.371 -0.080 -1.428
I 0.252 -1.073 3.000
H 0.081 2.095 -1.107
H 1.705 1.204 -1.035
H -1.924 -1.056 1.716
*
```

***

C34H80N5O14S2 as an isolated structure, computed with ωB97M-V with the def2-TZVPD basis set.

For the HOMO energy, the calculation gives -6.4 eV. For the total energy, the calculation gives -94335.8802 eV. The value obtained for the largest force on an atom is 4.24 eV Å⁻¹.

```
! RIJCOSX wB97M-V def2-TZVPD def2/J DEFGRID3
* xyz -1 1
C 3.028 1.638 1.931
C 1.931 0.653 2.208
O 1.473 0.582 3.270
O 1.485 -0.212 1.252
C 1.028 0.407 0.039
C -0.481 0.231 -0.217
C -1.261 -0.460 0.921
C -1.930 0.613 1.820
C -3.454 0.763 1.605
C -3.930 2.146 1.122
C -3.311 3.348 1.865
C -2.190 3.973 1.004
S -0.665 4.344 1.915
O -0.846 4.106 3.312
O 0.308 3.415 1.397
N -0.247 5.909 1.753
S -0.063 6.362 0.225
O 0.980 7.336 0.220
O 0.195 5.294 -0.705
H 2.653 2.486 1.363
H 3.852 1.207 1.358
H 3.413 2.002 2.872
H 1.311 1.451 -0.029
H 1.563 -0.088 -0.779
H -0.661 -0.254 -1.174
H -0.900 1.232 -0.325
H -2.059 -1.032 0.438
H -0.677 -1.178 1.486
H -1.788 0.319 2.860
H -1.377 1.537 1.703
H -3.782 0.038 0.855
H -3.993 0.485 2.509
H -5.010 2.181 1.297
H -3.827 2.232 0.040
H -2.946 2.991 2.825
H -4.028 4.136 2.082
H -1.918 3.289 0.211
H -2.549 4.884 0.531
H -1.156 7.034 -0.233
C 4.691 4.624 5.156
O 5.691 3.618 5.213
C 6.885 4.019 5.865
C 7.043 3.302 7.191
N 6.065 3.768 8.168
C 5.981 2.942 9.370
C 5.534 1.488 9.214
O 4.187 1.329 8.816
C 3.951 1.410 7.415
H 3.903 4.272 4.493
H 4.252 4.802 6.143
H 5.091 5.560 4.757
H 6.936 5.105 5.987
H 7.714 3.721 5.214
H 8.050 3.482 7.581
H 6.939 2.227 6.995
H 5.152 3.792 7.733
H 5.266 3.434 10.035
H 6.950 2.965 9.879
H 5.602 1.027 10.204
H 6.203 0.909 8.565
H 4.792 1.026 6.833
H 3.725 2.436 7.118
H 3.071 0.808 7.191
C 0.566 3.282 -3.927
O 0.386 4.555 -4.519
C 0.772 5.635 -3.663
C 2.023 6.317 -4.181
N 3.197 5.461 -4.035
C 4.379 5.938 -4.745
C 4.312 6.043 -6.268
O 4.214 4.797 -6.939
C 2.901 4.274 -7.047
H 0.086 2.545 -4.571
H 1.628 3.024 -3.846
H 0.105 3.237 -2.936
H 0.886 5.309 -2.629
H -0.048 6.360 -3.687
H 2.183 7.242 -3.621
H 1.845 6.578 -5.235
H 2.973 4.535 -4.374
H 5.189 5.246 -4.500
H 4.664 6.912 -4.334
H 5.259 6.479 -6.600
H 3.528 6.729 -6.609
H 2.149 5.060 -7.136
H 2.669 3.627 -6.198
H 2.865 3.655 -7.946
C -5.770 -4.707 -2.486
O -5.455 -4.111 -3.730
C -6.310 -3.034 -4.092
C -5.568 -1.713 -4.030
N -5.270 -1.342 -2.652
C -4.331 -0.229 -2.516
C -2.914 -0.418 -3.055
O -2.142 -1.372 -2.349
C -2.328 -2.719 -2.749
H -5.174 -5.614 -2.393
H -5.514 -4.045 -1.653
H -6.829 -4.976 -2.432
H -7.217 -3.013 -3.480
H -6.615 -3.209 -5.129
H -6.183 -0.932 -4.487
H -4.654 -1.823 -4.628
H -4.883 -2.143 -2.172
H -4.250 -0.021 -1.446
H -4.772 0.661 -2.976
H -2.395 0.536 -2.920
H -2.894 -0.623 -4.132
H -2.551 -2.808 -3.815
H -3.115 -3.195 -2.158
H -1.402 -3.256 -2.542
C -3.073 -12.022 -1.792
O -3.331 -11.227 -0.650
C -2.238 -11.147 0.259
C -1.627 -9.759 0.263
N -0.920 -9.486 -0.984
C -0.533 -8.086 -1.160
C -1.641 -7.039 -1.244
O -2.447 -7.131 -2.407
C -3.514 -8.059 -2.334
H -4.016 -12.159 -2.320
H -2.369 -11.532 -2.472
H -2.684 -13.005 -1.511
H -1.485 -11.914 0.054
H -2.647 -11.343 1.255
H -0.924 -9.680 1.097
H -2.441 -9.043 0.433
H -1.509 -9.754 -1.761
H 0.037 -8.038 -2.091
H 0.157 -7.810 -0.356
H -1.151 -6.063 -1.305
H -2.263 -7.008 -0.342
H -3.921 -8.145 -1.323
H -3.198 -9.039 -2.702
H -4.304 -7.705 -2.998
*
```

***

C26H20CrF5N6PS as an isolated structure, computed with ωB97M-V with the def2-TZVPD basis set.

For the HOMO energy (alpha / beta), the calculation gives -11.2 / -11.4 eV. For the total energy, the calculation gives -98353.6568 eV. The value obtained for the largest force on an atom is 1.24 eV Å⁻¹. Its expectation value of S² is 3.8389.

```
! RIJCOSX wB97M-V def2-TZVPD def2/J DEFGRID3
* xyz 1 4
Cr 0.160 -0.907 0.220
N -1.845 -0.411 -0.315
C -2.310 -0.856 -1.634
C -3.640 -1.153 -1.845
C -4.053 -1.564 -3.105
C -3.133 -1.663 -4.141
C -1.795 -1.377 -3.912
C -1.373 -0.974 -2.650
P 0.364 -0.720 -2.181
C 1.386 -1.650 -3.344
C 1.595 -1.138 -4.628
C 2.311 -1.879 -5.557
C 2.828 -3.123 -5.207
C 2.638 -3.624 -3.928
C 1.917 -2.890 -2.993
C 0.729 1.032 -2.491
C 2.064 1.453 -2.480
C 2.372 2.798 -2.622
C 1.351 3.733 -2.764
C 0.025 3.323 -2.771
C -0.289 1.974 -2.632
H -2.460 -0.759 0.410
H -1.901 0.603 -0.266
H -4.356 -1.069 -1.032
H -5.094 -1.809 -3.274
H -3.454 -1.980 -5.125
H -1.079 -1.494 -4.715
H 1.210 -0.161 -4.899
H 2.467 -1.484 -6.554
H 3.386 -3.699 -5.937
H 3.047 -4.589 -3.655
H 1.758 -3.289 -2.001
H 2.867 0.724 -2.402
H 3.408 3.118 -2.630
H 1.592 4.784 -2.878
H -0.768 4.051 -2.894
H -1.326 1.657 -2.667
F -1.113 -5.946 4.942
C -0.915 -5.299 3.805
C -1.568 -5.696 2.662
F -2.401 -6.729 2.705
C -1.367 -5.012 1.482
F -2.029 -5.422 0.401
C -0.506 -3.931 1.391
S -0.276 -3.167 -0.195
C 0.134 -3.562 2.564
F 0.977 -2.517 2.583
C -0.059 -4.220 3.758
F 0.571 -3.826 4.858
N 2.618 0.197 1.510
N 2.275 -0.846 0.578
H 3.612 0.159 1.691
H 2.122 0.009 2.368
H 2.634 -1.751 0.856
H 2.735 -0.597 -0.286
N -0.257 -0.125 1.893
C -0.670 0.607 2.747
N -1.012 1.327 3.671
C -2.044 2.122 3.960
N -2.918 2.817 4.258
*
```

***

A 4-piece molecular cluster, C27H50N3 overall, computed with ωB97M-V with the def2-TZVPD basis set.

For the HOMO energy, the calculation gives -12.0 eV. For the total energy, the calculation gives -33268.6744 eV. The value obtained for the largest force on an atom is 6.22 eV Å⁻¹.

```
! RIJCOSX wB97M-V def2-TZVPD def2/J DEFGRID3
* xyz 1 1
C -8.329 -1.533 -8.832
C -8.309 -1.992 -7.371
C -7.014 -1.548 -6.677
C -5.986 -0.774 -7.457
C -4.690 -0.320 -6.606
C -4.779 1.067 -5.970
C -3.489 1.389 -5.119
C -2.498 0.174 -5.184
N -2.558 -1.037 -5.860
N -3.655 -1.270 -6.564
N -5.930 -0.364 -8.808
C -7.142 -0.790 -9.402
H -9.235 -1.752 -9.483
H -9.170 -2.556 -6.899
H -6.845 -1.807 -5.583
H -5.648 1.793 -6.052
H -3.341 2.363 -4.557
H -1.544 0.312 -4.556
H -3.740 -2.183 -7.054
H -7.225 -0.514 -10.516
C 2.019 0.509 1.445
C 0.503 0.390 1.378
C 0.017 -0.448 0.193
C 0.370 0.111 -1.188
C -0.138 1.526 -1.466
C -1.657 1.634 -1.441
H 2.426 1.011 0.564
H 2.313 1.091 2.322
H 2.483 -0.478 1.525
H 0.057 1.390 1.349
H 0.148 -0.077 2.303
H -1.069 -0.569 0.270
H 0.438 -1.457 0.277
H -0.035 -0.568 -1.949
H 1.457 0.095 -1.321
H 0.218 1.835 -2.455
H 0.292 2.235 -0.753
H -2.108 0.973 -2.188
H -1.963 2.658 -1.675
H -2.064 1.383 -0.460
C -0.119 1.028 5.457
C -1.045 2.101 4.899
C -0.313 3.392 4.528
C 0.370 4.113 5.695
C -0.555 4.497 6.851
C -1.646 5.479 6.447
H 0.362 1.350 6.383
H -0.686 0.120 5.679
H 0.660 0.772 4.733
H -1.844 2.306 5.618
H -1.533 1.707 4.001
H -1.022 4.073 4.045
H 0.447 3.164 3.770
H 0.849 5.020 5.306
H 1.181 3.490 6.084
H 0.051 4.955 7.641
H -1.008 3.605 7.292
H -1.213 6.400 6.049
H -2.257 5.740 7.315
H -2.312 5.055 5.690
C 5.716 -1.193 0.687
C 5.201 -2.587 0.356
C 4.795 -3.388 1.594
C 5.928 -3.677 2.584
C 7.126 -4.427 1.998
C 6.772 -5.815 1.483
H 6.619 -1.229 1.301
H 5.964 -0.655 -0.232
H 4.958 -0.615 1.222
H 5.955 -3.130 -0.222
H 4.326 -2.489 -0.297
H 4.345 -4.333 1.271
H 4.003 -2.845 2.125
H 5.518 -4.259 3.417
H 6.280 -2.737 3.020
H 7.886 -4.528 2.780
H 7.589 -3.844 1.196
H 6.354 -6.432 2.284
H 7.667 -6.316 1.105
H 6.048 -5.772 0.667
*
```

***

A 3-piece molecular cluster, C14H34B2BrN4O8 overall, computed with ωB97M-V with the def2-TZVPD basis set.

For the HOMO energy, the calculation gives -11.4 eV. For the total energy, the calculation gives -108798.6529 eV. The value obtained for the largest force on an atom is 0.67 eV Å⁻¹.

```
! RIJCOSX wB97M-V def2-TZVPD def2/J DEFGRID3
* xyz 1 1
C -0.356 -3.095 2.538
C 0.471 -3.632 1.359
B -0.212 -3.341 0.002
O -1.528 -3.250 -0.171
N 0.697 -3.081 -1.244
N 1.405 -3.991 -1.830
N 2.045 -3.448 -2.842
C 1.726 -2.153 -2.892
C 2.182 -1.139 -3.872
C 3.403 -1.601 -4.672
C 4.590 -1.987 -3.789
Br 3.868 -0.075 -5.790
N 0.886 -1.929 -1.888
O 0.223 -0.825 -1.508
B 1.054 0.262 -0.996
O 1.039 1.371 -1.743
O 1.783 0.130 0.128
H 0.120 -3.355 3.479
H -1.356 -3.521 2.523
H -0.447 -2.010 2.511
H 1.478 -3.204 1.355
H 0.609 -4.710 1.477
H -1.817 -3.325 -1.091
H 1.354 -0.854 -4.521
H 2.461 -0.229 -3.336
H 3.112 -2.412 -5.329
H 4.433 -1.689 -2.752
H 5.509 -1.533 -4.139
H 4.729 -3.065 -3.793
H 1.219 2.175 -1.236
H 1.673 -0.689 0.623
C -5.424 0.693 -1.481
O -4.789 -0.568 -1.329
C -3.656 -0.540 -0.487
C -3.960 -1.078 0.895
O -4.846 -0.235 1.597
C -6.185 -0.705 1.627
H -6.370 0.518 -1.989
H -5.618 1.163 -0.515
H -4.812 1.363 -2.094
H -3.251 0.476 -0.415
H -2.894 -1.174 -0.955
H -3.027 -1.122 1.470
H -4.360 -2.095 0.827
H -6.275 -1.576 2.284
H -6.542 -0.966 0.629
H -6.800 0.100 2.026
C 1.278 5.450 1.315
O 0.810 4.177 1.735
C 1.760 3.140 1.585
C 2.442 2.792 2.890
O 3.251 3.852 3.353
C 2.663 4.610 4.399
H 0.547 6.186 1.640
H 2.247 5.687 1.759
H 1.361 5.494 0.223
H 2.515 3.413 0.836
H 1.219 2.258 1.231
H 3.095 1.927 2.726
H 1.693 2.516 3.639
H 2.644 4.035 5.330
H 1.647 4.923 4.147
H 3.282 5.492 4.544
*
```

***

One molecule with the formula C4H5NO2, computed with ωB97M-V with the def2-TZVPD basis set.

For the HOMO energy, the calculation gives -9.9 eV. For the total energy, the calculation gives -9812.3336 eV. The value obtained for the largest force on an atom is 0.61 eV Å⁻¹.

```
! RIJCOSX wB97M-V def2-TZVPD def2/J DEFGRID3
* xyz 0 1
O 1.795 1.142 1.636
C 2.014 0.616 0.574
C 0.929 0.425 -0.488
O 1.245 0.050 -1.591
N -0.835 -0.694 0.506
C -1.731 -1.355 -0.090
C -0.505 0.617 -0.027
H 3.011 0.246 0.268
H -2.328 -0.963 -0.924
H -1.926 -2.378 0.231
H -1.134 0.937 -0.872
H -0.534 1.357 0.779
*
```

***

A 2-piece molecular cluster, C2H6N2O overall, computed with ωB97M-V with the def2-TZVPD basis set.

For the HOMO energy, the calculation gives -9.0 eV. For the total energy, the calculation gives -7197.6357 eV. The value obtained for the largest force on an atom is 4.52 eV Å⁻¹.

```
! RIJCOSX wB97M-V def2-TZVPD def2/J DEFGRID3
* xyz 0 1
C 0.241 -0.117 -0.508
N 0.247 1.206 0.029
N 1.328 -0.829 0.086
C -2.302 -0.873 0.709
O -2.587 0.178 0.843
H 0.372 -0.053 -1.592
H 2.013 -0.202 0.503
H 0.207 1.123 1.045
H -0.602 1.694 -0.245
H 1.879 -1.332 -0.605
H -0.797 -0.795 -0.264
*
```